Entry from the OMol25 dataset: KO10S2V as an isolated structure at a distorted geometry (ωB97M-V/def2-TZVPD).

The geometry in ORCA input format:
```
! RIJCOSX wB97M-V def2-TZVPD def2/J DEFGRID3
* xyz -1 2
O 0.03057 -4.54807 -1.77433
V -0.57752 -3.22054 -1.07283
O -0.68778 -1.94304 -2.06824
K 0.79378 0.51684 -1.25599
S -0.11627 -1.58514 1.48476
O 0.66054 -2.29535 0.54853
O -0.42774 -0.19302 1.12794
O -1.39535 -2.37806 1.28383
O 0.27920 -1.71508 2.89577
S 0.32002 3.46236 -0.22352
O 0.35005 5.00291 0.02296
O -0.54408 2.79161 0.73870
O -0.35777 3.16861 -1.43254
O 1.67234 2.93595 -0.27507
*
```

Its gap between HOMO and LUMO (spin up / spin down) is 0.222 / 0.222 hartree. The expectation value of S² is 0.765.

---

Entry from the OMol25 dataset: C56H57N2O2PSTi as an isolated structure (ωB97M-V/def2-TZVPD).

The geometry in ORCA input format:
```
! RIJCOSX wB97M-V def2-TZVPD def2/J DEFGRID3
* xyz 0 1
Ti -1.43275 0.58369 -0.63713
O -3.65938 3.19123 -2.32529
C -3.57403 2.35038 -1.47304
O -2.41169 2.07428 -0.85874
C -4.74130 1.59937 -0.91452
C -5.95022 2.29319 -0.91229
C -7.09132 1.74374 -0.35962
C -7.02908 0.46712 0.18272
C -5.84274 -0.24348 0.15875
C -4.67747 0.30485 -0.38265
S -3.28811 -0.80867 -0.42965
H -5.96320 3.28282 -1.34972
H -8.01776 2.30197 -0.35173
H -7.91053 0.01620 0.62081
H -5.80382 -1.24763 0.56133
C 3.87532 3.42946 -2.07806
C 4.38828 2.17459 -1.78375
C 3.54489 1.07970 -1.67049
C 2.17401 1.20779 -1.87263
C 1.67393 2.47008 -2.18666
C 2.51176 3.57235 -2.27486
P 0.79347 -0.04225 -1.67736
C 0.27989 -1.83667 -1.79646
C -0.10833 -2.44527 -0.60380
C -0.84486 -3.62317 -0.60592
C -1.18409 -4.22449 -1.80573
C -0.78957 -3.63483 -3.00044
C -0.07752 -2.44757 -2.99698
C -0.14787 0.40528 -3.18254
C 0.18506 0.61330 -4.51695
C -0.84662 0.70552 -5.43774
C -2.17461 0.58913 -5.02253
C -2.48912 0.42412 -3.68217
C -1.46170 0.34746 -2.73942
H 4.53213 4.28647 -2.15071
H 5.45218 2.04263 -1.63065
H 3.97732 0.12499 -1.40840
H 0.61554 2.60947 -2.36762
H 2.08693 4.54254 -2.49800
H 0.15831 -1.98557 0.34049
H -1.16479 -4.05563 0.33388
H -1.76197 -5.13933 -1.81384
H -1.05295 -4.09323 -3.94516
H 0.16810 -1.97959 -3.94121
H 1.22003 0.69217 -4.83388
H -0.62562 0.85809 -6.48712
H -2.96818 0.64817 -5.75751
H -3.53046 0.36131 -3.38468
C 2.59549 -1.85221 3.61997
C 1.96164 -2.41376 2.34453
C 1.15408 -3.67995 2.65326
C 2.99739 -2.73442 1.26456
C 3.93095 -3.70306 1.60049
C 4.86073 -4.13351 0.67871
C 4.76697 -3.66039 -0.60970
C 3.82178 -2.71667 -1.04052
C 3.84321 -2.67500 -2.58872
C 3.18268 -3.97985 -3.06902
C 3.34538 -1.51132 -3.43551
C 2.99729 -2.15337 -0.03312
N 2.21164 -0.93257 -0.11880
C 2.65587 -0.05899 0.71878
C 2.11848 1.13374 1.35451
C 3.18920 1.87143 1.92899
C 3.04726 2.80756 2.91251
C 1.77178 2.93481 3.46866
C 0.70565 2.27082 2.92728
C 0.77724 1.46414 1.74624
N -0.39340 1.11035 1.12033
C -1.59354 1.47306 1.86264
C -2.24038 0.45765 2.59413
C -3.43765 0.73404 3.24226
C -3.95556 2.01288 3.23913
C -3.27450 3.02132 2.58374
C -2.10546 2.79266 1.86011
C -1.48591 4.07737 1.26794
C -2.50693 4.91493 0.47149
C -0.21939 4.03392 0.41122
C -1.59927 -0.90186 2.81161
C -2.59208 -2.06056 2.88855
C -0.77693 -0.83731 4.10716
H 1.82236 -1.59656 4.34554
H 3.17773 -0.95111 3.42134
H 3.25817 -2.58470 4.08493
H 1.25978 -1.66617 1.97551
H 1.78964 -4.46149 3.07217
H 0.69315 -4.07890 1.74815
H 0.36829 -3.47023 3.37980
H 3.93522 -4.11097 2.60288
H 5.62261 -4.85421 0.94516
H 5.44933 -4.05657 -1.35203
H 4.90542 -2.75609 -2.83123
H 2.12103 -3.98306 -2.83097
H 3.63084 -4.85280 -2.59581
H 3.29189 -4.07994 -4.15097
H 2.32055 -1.22413 -3.22449
H 3.36366 -1.82749 -4.48076
H 3.97734 -0.63195 -3.35692
H 3.65288 -0.27050 1.11139
H 4.18615 1.63548 1.57300
H 3.89739 3.34977 3.30093
H 1.61100 3.56060 4.33820
H -0.25709 2.41532 3.39018
H -3.95349 -0.05215 3.77716
H -4.87744 2.23260 3.76283
H -3.66271 4.02942 2.64149
H -1.23410 4.65713 2.16550
H -2.54428 4.58747 -0.56619
H -2.18770 5.95891 0.46965
H -3.51792 4.87835 0.87176
H -0.35567 3.41279 -0.46946
H 0.67037 3.70660 0.94031
H -0.02599 5.04988 0.05798
H -0.91888 -1.09636 1.98102
H -3.17999 -2.02705 3.80812
H -2.04560 -3.00652 2.89623
H -3.27310 -2.06240 2.03787
H -1.40876 -0.48845 4.92751
H 0.06653 -0.15271 4.01950
H -0.39778 -1.82383 4.37899
*
```

Its gap between HOMO and LUMO is 0.266 hartree. The value obtained for the relative energy (zero: lowest compared OMol25 entry of this formula, charge and spin) is 404.4 kJ/mol.

---

Entry from the OMol25 dataset: a 13-piece molecular cluster, C4H36N3O13 overall at a distorted geometry (ωB97M-V/def2-TZVPD).

The geometry in ORCA input format:
```
! RIJCOSX wB97M-V def2-TZVPD def2/J DEFGRID3
* xyz 1 1
N -0.73478 -0.55857 -1.74647
C -0.64217 -0.79566 -0.30808
C -0.72261 0.48327 0.51876
N -0.74378 0.39501 1.82619
C -0.34231 -0.75278 2.66992
C 1.14337 -0.87764 2.89273
N 1.72154 0.49360 3.15102
O -0.76842 1.55987 -0.09994
H -0.63052 0.41468 -2.05207
H -1.64069 -0.89506 -2.14884
H -0.03190 -1.13705 -2.30546
H 0.23780 -1.38096 0.00005
H -1.54971 -1.38538 -0.07431
H -0.76626 1.30151 2.35621
H -0.63977 -1.63250 2.03691
H -0.87353 -0.51553 3.62043
H 1.24634 -1.61091 3.68788
H 1.59027 -1.33428 1.99545
H 2.26296 0.51297 4.00797
H 2.42360 0.62822 2.42898
H -1.69527 3.19652 2.39998
H -1.06480 3.04902 3.84670
O -0.98258 2.80945 2.91025
H 2.68156 -3.47537 -0.67556
H 2.13449 -2.05886 -1.04691
O 1.87546 -2.98864 -0.87209
H 4.62552 1.93164 -1.06469
H 3.75082 3.16238 -1.05118
O 3.82617 2.27469 -0.64876
H -1.19693 3.61429 -1.19218
H -2.34019 3.50828 -2.29374
O -1.39605 3.49766 -2.12670
H 0.82427 4.08267 -1.79637
H 1.39868 2.74339 -1.26157
O 1.60359 3.51998 -1.79444
H 0.52326 -3.67640 0.00887
H -0.61917 -4.79477 0.02101
O -0.15126 -4.14937 0.55141
H 2.08053 -0.04483 0.09185
H 3.19536 0.33436 -0.70087
O 2.77790 -0.49578 -0.41030
H -1.59460 -4.02176 2.47098
H -0.73715 -3.33086 3.32309
O -1.43936 -3.08998 2.69624
H -3.64704 0.32853 1.37238
H -4.96727 -0.55108 1.30550
O -4.06650 -0.43837 0.98833
H -2.84518 -3.08931 -1.10832
H -3.84412 -2.03811 -1.05113
O -3.04799 -2.25798 -1.55899
H 1.11390 0.12190 -3.83936
H 2.45927 0.13838 -3.14585
O 1.71830 -0.43773 -3.33956
H -0.32528 1.99462 -4.39848
H -0.32314 2.44731 -2.97752
O 0.09842 1.76633 -3.56073
*
```

Its gap between HOMO and LUMO is 0.358 hartree. The value obtained for the relative energy (zero: lowest compared OMol25 entry of this formula, charge and spin) is 99.6 kJ/mol.

---

Copy entry 1 word for word.
Entry from the OMol25 dataset: KO10S2V as an isolated structure at a distorted geometry (ωB97M-V/def2-TZVPD).

The geometry in ORCA input format:
```
! RIJCOSX wB97M-V def2-TZVPD def2/J DEFGRID3
* xyz -1 2
O 0.03057 -4.54807 -1.77433
V -0.57752 -3.22054 -1.07283
O -0.68778 -1.94304 -2.06824
K 0.79378 0.51684 -1.25599
S -0.11627 -1.58514 1.48476
O 0.66054 -2.29535 0.54853
O -0.42774 -0.19302 1.12794
O -1.39535 -2.37806 1.28383
O 0.27920 -1.71508 2.89577
S 0.32002 3.46236 -0.22352
O 0.35005 5.00291 0.02296
O -0.54408 2.79161 0.73870
O -0.35777 3.16861 -1.43254
O 1.67234 2.93595 -0.27507
*
```

Its gap between HOMO and LUMO (spin up / spin down) is 0.222 / 0.222 hartree. The expectation value of S² is 0.765.